[1]
{"formula": "C48H35BBr2F15GeN7S3Ti", "method": "wB97M-V/def2-TZVPD", "symbols": ["Ti", "C", "N", "C", "C", "N", "B", "N", "C", "C", "N", "C", "C", "S", "C", "S", "H", "H", "H", "H", "H", "H", "H", "H", "H", "H", "H", "H", "Br", "C", "C", "C", "C", "C", "C", "N", "C", "C", "C", "C", "C", "C", "N", "H", "H", "H", "H", "H", "H", "H", "H", "H", "Br", "C", "C", "C", "C", "C", "N", "H", "H", "H", "H", "F", "C", "C", "C", "F", "C", "F", "C", "F", "C", "F", "Ge", "S", "C", "C", "F", "C", "F", "C", "F", "C", "F", "C", "F", "C", "C", "F", "C", "F", "C", "F", "C", "F", "C", "F", "C", "C", "C", "C", "C", "H", "H", "H", "H", "H", "H", "H", "H", "H", "H"], "positions_angstrom": [[-0.59979, 0.12027, -0.64578], [3.55834, -2.75402, 0.99746], [2.99479, -1.77975, 1.91558], [3.04031, -1.88033, 3.29778], [2.43985, -0.77430, 3.77497], [2.03835, 0.00234, 2.70321], [1.45520, 1.46307, 2.82354], [0.20895, 1.45804, 3.76542], [0.17612, 2.13404, 4.97602], [-1.07500, 2.06923, 5.46518], [-1.81447, 1.34288, 4.54448], [-3.22846, 1.04295, 4.67838], [-1.02159, 0.96423, 3.50254], [-1.57681, 0.02397, 2.17847], [2.36861, -0.61836, 1.55379], [2.10022, -0.12681, -0.07208], [3.48947, -3.74429, 1.44873], [4.60108, -2.52323, 0.77301], [2.99491, -2.72672, 0.06918], [3.48823, -2.72236, 3.80033], [2.26831, -0.46060, 4.79248], [2.29304, 2.17682, 3.36282], [1.16154, 1.82231, 1.72889], [1.05411, 2.62466, 5.36422], [-1.51789, 2.48336, 6.35611], [-3.77556, 1.95860, 4.90286], [-3.39299, 0.31170, 5.47284], [-3.57597, 0.63572, 3.73820], [-3.42380, 5.06627, 4.48029], [-2.54721, 4.25536, 2.99327], [-3.26152, 3.41885, 2.15094], [-2.60650, 2.77992, 1.10861], [-1.23585, 2.95230, 0.88653], [-0.55659, 3.83722, 1.73059], [-1.20059, 4.48058, 2.78525], [-0.60045, 2.20967, -0.12580], [0.40748, 2.84187, -0.80724], [0.99318, 2.28064, -1.88302], [2.15872, 2.80600, -2.54586], [2.90792, 2.02659, -3.33681], [2.52315, 0.61584, -3.49447], [1.36897, 0.15780, -3.03184], [0.44685, 0.99029, -2.31804], [-4.31870, 3.25851, 2.32177], [-3.14632, 2.10438, 0.45546], [0.51086, 3.97373, 1.61654], [-0.64350, 5.12337, 3.45549], [0.70815, 3.84620, -0.53122], [2.43277, 3.83628, -2.33887], [3.80255, 2.40422, -3.81451], [3.18616, -0.07901, -3.99652], [1.06222, -0.86611, -3.16146], [-1.05082, -2.60053, -3.03599], [-0.41596, -3.00353, -1.30917], [-0.09591, -4.34059, -1.10439], [0.32554, -4.73894, 0.14230], [0.39637, -3.78586, 1.13023], [0.07853, -2.47787, 0.82241], [-0.31487, -2.04386, -0.38896], [-0.21183, -5.03696, -1.92129], [0.59022, -5.77385, 0.33070], [0.68500, -4.02493, 2.14580], [0.11620, -1.72226, 1.58946], [-6.33666, -0.09854, -2.08642], [-6.48632, 0.64344, -0.98075], [-5.91663, 0.25322, 0.21929], [-6.09176, 1.12532, 1.27775], [-5.53968, 0.88607, 2.47666], [-6.83122, 2.28779, 1.18128], [-6.99616, 3.08982, 2.23760], [-7.40416, 2.62141, -0.02531], [-8.12966, 3.73288, -0.13742], [-7.22770, 1.79936, -1.11691], [-7.77738, 2.13167, -2.28773], [-4.61544, -1.24741, 0.24138], [-3.02138, -0.39057, -0.91654], [-4.62324, -2.06607, 2.04521], [-3.54419, -2.79947, 2.49494], [-2.52153, -3.06761, 1.68897], [-3.49119, -3.35529, 3.75796], [-2.42565, -4.05285, 4.16133], [-4.56642, -3.20540, 4.60120], [-4.53645, -3.74060, 5.82161], [-5.69002, -2.53758, 4.17112], [-6.75017, -2.44087, 4.98004], [-5.70722, -1.99066, 2.90033], [-6.84939, -1.39418, 2.53169], [-5.44057, -2.75365, -0.76880], [-4.60686, -3.75783, -1.22948], [-3.32081, -3.80235, -0.86175], [-5.04113, -4.78105, -2.04830], [-4.20324, -5.73039, -2.47479], [-6.36860, -4.82743, -2.41271], [-6.81021, -5.81140, -3.19647], [-7.24291, -3.87269, -1.94438], [-8.53522, -3.94446, -2.27926], [-6.77133, -2.86158, -1.12627], [-7.68730, -1.98894, -0.68039], [-2.78167, 0.10823, -4.29878], [-1.53628, 0.98195, -4.06883], [-1.95769, 2.44549, -4.29983], [-0.51936, 0.64418, -5.16018], [-0.99840, 0.91125, -2.59691], [-3.37277, 0.52532, -5.12536], [-3.41758, 0.05511, -3.41500], [-2.51346, -0.91529, -4.58179], [-2.32402, 2.59048, -5.32497], [-1.11205, 3.11994, -4.13126], [-2.75982, 2.72589, -3.60862], [-1.00752, 0.77928, -6.13395], [-0.17788, -0.39339, -5.10441], [0.35533, 1.29732, -5.12701], [-1.43529, 1.77418, -2.10889]], "lowdin_charge": [0.51, -0.05, -0.13, -0.06, -0.05, 0.01, -0.45, 0.00, -0.08, -0.07, -0.11, -0.04, -0.63, 0.74, -0.67, 0.78, 0.09, 0.09, 0.06, 0.11, 0.12, 0.08, 0.04, 0.11, 0.12, 0.07, 0.09, 0.03, 0.69, -0.70, -0.14, -0.06, -0.31, -0.04, -0.14, -0.08, -0.14, -0.27, -0.06, -0.10, -0.11, -0.20, -0.18, 0.08, 0.07, 0.10, 0.10, 0.12, 0.11, 0.08, 0.10, 0.06, 0.91, -0.69, -0.12, -0.06, -0.06, -0.20, -0.07, 0.10, 0.11, 0.12, 0.03, 0.09, -0.24, -0.14, -0.23, 0.08, -0.15, 0.12, -0.14, 0.13, -0.14, 0.12, 0.71, 0.37, -0.12, -0.26, 0.08, -0.14, 0.12, -0.14, 0.13, -0.14, 0.12, -0.22, 0.10, -0.11, -0.23, 0.06, -0.14, 0.12, -0.14, 0.12, -0.14, 0.12, -0.22, 0.10, -0.10, -0.56, -0.07, -0.07, -0.28, 0.08, 0.01, 0.02, 0.08, 0.08, 0.09, 0.09, 0.06, 0.08, 0.07], "energy_ev": -354438.9760, "spin_multiplicity": 2, "e_above_lowest_ev": 0.000, "gap_ev": [5.7, 5.7], "fmax_ev_per_a": 1.6, "e_homo_ev": [-3.7, -3.7], "lumo_ev": [1.9924, 1.9926], "charge": -1}


[2]
{"formula": "C48H35Cl5HfINP2Si", "method": "wB97M-V/def2-TZVPD", "symbols": ["Hf", "C", "Si", "C", "C", "C", "C", "C", "C", "P", "C", "C", "C", "C", "C", "C", "C", "C", "C", "C", "C", "C", "C", "C", "C", "C", "C", "C", "P", "C", "C", "C", "C", "C", "C", "C", "C", "C", "C", "C", "C", "H", "H", "H", "H", "H", "H", "H", "H", "H", "H", "H", "H", "H", "H", "H", "H", "H", "H", "H", "H", "H", "H", "H", "H", "H", "H", "H", "H", "H", "H", "H", "Cl", "C", "C", "C", "Cl", "C", "Cl", "C", "Cl", "C", "Cl", "I", "C", "C", "C", "C", "C", "N", "H", "H", "H", "H"], "positions_angstrom": [[-0.09200, 0.27130, 0.65550], [-3.77600, -0.86560, 1.97340], [-2.35530, -1.12210, 0.69970], [-3.18670, -0.90100, -1.03500], [-4.10430, -1.83740, -1.50990], [-4.80940, -1.62750, -2.68390], [-4.66360, -0.43650, -3.37810], [-3.75530, 0.50720, -2.93680], [-2.98940, 0.25410, -1.80340], [-1.54650, 1.30070, -1.44700], [-0.37320, 0.58690, -2.67320], [-0.71320, 0.21760, -3.97180], [0.24950, -0.29420, -4.82580], [1.56430, -0.42010, -4.40970], [1.91470, -0.04540, -3.12360], [0.94900, 0.43040, -2.25350], [-1.91520, 2.98040, -2.04780], [-2.66530, 3.76230, -1.16490], [-2.81370, 5.11520, -1.39420], [-2.20840, 5.70030, -2.49680], [-1.50010, 4.91970, -3.39740], [-1.34010, 3.56230, -3.17290], [-1.67590, -2.91420, 0.78920], [-2.51820, -3.89940, 1.30500], [-2.13640, -5.22640, 1.36550], [-0.89990, -5.60730, 0.86930], [-0.04860, -4.65120, 0.34920], [-0.40660, -3.30520, 0.33710], [0.77250, -2.15100, -0.47190], [2.42240, -2.58250, 0.18200], [3.55440, -2.16320, -0.52070], [4.81940, -2.45830, -0.04960], [4.97140, -3.12130, 1.15660], [3.85440, -3.47060, 1.89840], [2.58380, -3.21000, 1.41510], [0.66050, -2.90560, -2.13920], [-0.63000, -2.96150, -2.66610], [-0.85610, -3.55760, -3.89100], [0.20810, -4.07840, -4.61340], [1.49420, -3.99310, -4.10840], [1.72660, -3.40780, -2.87420], [-4.71680, -1.23810, 1.57250], [-3.93900, 0.18040, 2.22340], [-3.58160, -1.39790, 2.89920], [-4.25430, -2.76110, -0.96810], [-5.49440, -2.38250, -3.04400], [-5.24640, -0.25010, -4.26600], [-3.63820, 1.44440, -3.46020], [-1.72950, 0.32920, -4.31750], [-0.02120, -0.58290, -5.82870], [2.31520, -0.81300, -5.07570], [2.94430, -0.09150, -2.80510], [1.22600, 0.71560, -1.23780], [-3.13870, 3.29790, -0.30670], [-3.39500, 5.71360, -0.70990], [-2.29980, 6.76230, -2.66660], [-1.06400, 5.37310, -4.27530], [-0.78000, 2.96060, -3.87520], [-3.50050, -3.62000, 1.65610], [-2.80310, -5.96350, 1.78650], [-0.60920, -6.64570, 0.86830], [0.90510, -4.94900, -0.06300], [3.44790, -1.60070, -1.43630], [5.68940, -2.16910, -0.61840], [5.95880, -3.35090, 1.52390], [3.97430, -3.95580, 2.85510], [1.71930, -3.50590, 1.99240], [-1.45820, -2.56290, -2.09090], [-1.86580, -3.61760, -4.27090], [0.02890, -4.55880, -5.56250], [2.32190, -4.39340, -4.67500], [2.73290, -3.37380, -2.48890], [-0.84230, -0.83400, 3.71230], [0.85700, -0.59040, 3.56190], [1.25850, -0.01970, 2.35880], [2.62310, 0.18470, 2.20700], [3.05820, 0.85240, 0.67460], [3.56880, -0.14130, 3.17130], [5.24070, 0.13220, 2.92340], [3.11670, -0.72230, 4.36400], [4.24690, -1.15400, 5.56970], [1.74760, -0.94990, 4.57090], [1.19080, -1.66410, 6.02410], [-1.42560, 2.60210, 2.52580], [-0.08160, 3.56000, 1.16000], [0.15570, 4.91490, 1.28240], [0.92470, 5.52150, 0.29870], [1.37900, 4.75050, -0.76100], [1.11980, 3.39480, -0.75930], [0.40860, 2.78070, 0.19860], [-0.24350, 5.47400, 2.11480], [1.15420, 6.57260, 0.35980], [1.93350, 5.19330, -1.57100], [1.48200, 2.77960, -1.57140]], "lowdin_charge": [1.18, -0.21, 0.52, -0.31, -0.09, -0.05, -0.05, -0.10, -0.38, 1.00, -0.35, -0.06, -0.03, -0.04, -0.07, -0.23, -0.36, -0.11, -0.06, -0.05, -0.06, -0.08, -0.31, -0.09, -0.04, -0.04, -0.09, -0.39, 1.06, -0.36, -0.15, -0.06, -0.06, -0.06, -0.09, -0.33, -0.09, -0.05, -0.05, -0.06, -0.08, 0.04, 0.01, 0.01, 0.11, 0.12, 0.12, 0.11, 0.11, 0.12, 0.12, 0.11, -0.02, 0.09, 0.12, 0.12, 0.12, 0.11, 0.10, 0.12, 0.12, 0.12, 0.07, 0.12, 0.12, 0.12, 0.11, 0.09, 0.11, 0.11, 0.12, 0.10, 0.70, -0.71, -0.43, -0.69, 0.77, -0.70, 0.75, -0.69, 0.76, -0.69, 0.75, 1.07, -0.70, -0.09, -0.01, -0.01, -0.14, -0.12, 0.11, 0.13, 0.13, 0.10], "energy_ev": -150296.9356, "gap_ev": 7.0, "fmax_ev_per_a": 1.6, "e_homo_ev": -13.3, "lumo_ev": -6.3150, "charge": 2}